1.
A 2-piece molecular cluster, C4H7NO2 overall. Source: the Open Molecules 2025 dataset; level of theory: ωB97M-V with the def2-TZVPD basis set.

Geometry (Å):
C: 0.74953 -1.69423 1.03254
C: 0.49753 -0.80193 1.96531
O: 0.26102 -0.09525 2.86534
H: 0.62152 -2.73509 1.28694
H: 1.06838 -1.39355 0.04720
N: 0.52368 1.22473 0.22694
C: -0.24743 0.96146 -0.98088
C: -1.27575 -0.13926 -0.78767
O: -1.61882 -0.88413 -1.67049
H: 0.04242 1.86374 0.85024
H: 1.42682 1.62997 0.00586
H: 0.42003 0.63562 -1.77815
H: -0.78982 1.83974 -1.36729
H: -1.72678 -0.19605 0.21866

Forces on the atoms, in the same order (eV/Å):
-0.025 0.069 0.098
-0.029 0.351 0.620
0.144 -0.630 -0.714
0.013 -0.013 0.024
-0.026 -0.002 0.163
-0.031 0.216 0.012
0.029 -0.004 -0.292
-0.052 -0.024 -0.236
0.087 0.245 0.243
0.085 -0.060 -0.031
-0.183 -0.018 0.022
0.003 -0.004 -0.031
0.027 -0.103 0.047
-0.042 -0.023 0.075

Computed properties:
Gap between HOMO and LUMO = 9.828 eV
SMILES string = C=C=O.NCC=O
HOMO = -9.08 eV
Spin multiplicity = 1


2.
An isolated molecule of C4H7NO2 at a distorted geometry. Source: the Open Molecules 2025 dataset; level of theory: ωB97M-V with the def2-TZVPD basis set.

Geometry (Å):
C: -0.37807 -1.39775 -0.65631
C: -0.88190 -0.23788 -0.19803
O: -2.21009 -0.21151 0.15006
C: -0.03441 0.99723 -0.59509
N: 1.35237 0.53644 -0.57922
C: 1.75448 0.29874 0.60824
O: 0.92870 0.40056 1.66261
H: -0.80998 -2.35307 -0.39834
H: 0.40797 -1.36346 -1.40467
H: -2.42490 0.31716 0.92609
H: -0.16005 1.85694 0.07857
H: -0.31917 1.29091 -1.60751
H: 2.76076 -0.10509 0.77312
H: 0.01429 -0.02923 1.24048

Forces on the atoms, in the same order (eV/Å):
-0.445 -0.041 0.051
-0.112 -0.551 -1.747
0.025 0.103 0.504
-0.371 -0.039 -0.070
0.503 0.693 0.365
-0.180 -0.047 -0.817
-1.787 -1.495 -0.510
-0.390 0.019 -0.228
0.272 -0.208 0.714
0.282 0.266 -0.025
-0.220 -0.241 -0.109
0.078 0.071 0.085
-0.316 0.372 0.206
2.663 1.099 1.581

Computed properties:
Gap between HOMO and LUMO = 9.905 eV
SMILES string = C=C(O)C/N=C\O
HOMO = -9.49 eV
Spin multiplicity = 1


3.
An isolated molecule of C4H7NO2. Source: the Open Molecules 2025 dataset; level of theory: ωB97M-V with the def2-TZVPD basis set.

Geometry (Å):
C: -1.91897 -1.28500 0.56531
N: -0.85936 -0.48778 -0.01474
C: -0.81282 0.73199 0.28647
O: 0.10819 1.59271 -0.20686
C: 1.16461 1.11245 -0.99306
C: 2.10412 0.17835 -0.28246
O: 1.30084 1.55582 -2.09291
H: -2.57177 -0.72431 1.25225
H: -2.53178 -1.70126 -0.24052
H: -1.48206 -2.12874 1.10916
H: -1.50619 1.26670 0.94492
H: 2.62320 0.73144 0.50878
H: 2.83127 -0.19521 -1.00457
H: 1.55073 -0.64715 0.16823

Forces on the atoms, in the same order (eV/Å):
-0.151 -0.125 0.055
0.023 0.493 0.068
-0.091 -0.355 -0.001
-0.037 0.043 -0.038
0.181 0.044 -0.394
0.042 -0.012 -0.086
-0.063 -0.224 0.571
0.104 -0.058 -0.107
0.070 0.050 0.128
-0.068 0.122 -0.067
0.082 -0.120 -0.062
-0.104 -0.052 -0.123
-0.096 0.048 0.133
0.108 0.146 -0.077

Computed properties:
Gap between HOMO and LUMO = 11.284 eV
SMILES string = C/N=C/OC(C)=O
HOMO = -10.32 eV
Spin multiplicity = 1